# 1
The following is a DFT calculation (ωB97M-V with the def2-TZVPD basis set) of a cluster of 12 separate species, C33H62N4O9S in total.

Geometry as XYZ:
```
109
Properties=species:S:1:pos:R:3:lowdin_charge:R:1
C 7.449 19.196 22.702 -0.0139
C 7.016 17.897 22.018 -0.4541
O 7.463 17.551 20.959 0.0721
C 6.006 16.917 22.713 -0.0129
H 6.569 19.828 22.824 0.0813
H 8.030 19.798 22.003 0.0827
H 7.968 19.080 23.654 0.0484
H 5.931 16.048 22.060 0.0561
H 5.034 17.362 22.926 0.0718
H 6.436 16.494 23.622 0.0512
C -0.831 17.027 25.099 -0.0188
C 0.655 16.662 25.128 -0.4870
O 1.054 15.540 25.261 0.0758
C 1.606 17.856 25.129 -0.0027
H -0.988 17.834 24.383 0.0798
H -1.266 17.230 26.077 0.0770
H -1.425 16.225 24.661 0.0808
H 1.224 18.705 25.697 0.0725
H 1.813 18.027 24.073 0.0940
H 2.570 17.668 25.601 0.0490
C 2.370 15.046 28.043 -0.0174
C 1.974 16.373 28.621 -0.4374
O 2.751 17.112 29.221 0.0262
C 0.452 16.620 28.802 -0.0022
H 3.067 14.558 28.724 0.0790
H 2.862 15.080 27.071 0.0637
H 1.507 14.379 28.026 0.0903
H 0.289 17.689 28.938 0.0620
H 0.094 16.188 29.736 0.0932
H -0.169 16.282 27.972 0.0642
C 4.014 10.833 28.106 -0.0234
C 3.357 11.484 26.857 -0.4815
O 2.189 11.445 26.666 0.0685
C 4.221 12.242 25.819 -0.0220
H 4.782 10.157 27.728 0.0738
H 3.325 10.259 28.725 0.0728
H 4.476 11.593 28.736 0.0507
H 3.775 12.086 24.836 0.0833
H 5.234 11.843 25.778 0.0422
H 4.271 13.303 26.062 0.0512
C 7.666 13.378 21.729 -0.0057
C 8.170 12.950 23.110 -0.4617
O 9.344 12.730 23.371 0.0498
C 7.093 12.710 24.175 -0.0451
H 6.936 12.668 21.341 0.0857
H 8.560 13.465 21.111 0.0865
H 7.143 14.327 21.853 0.0556
H 7.463 11.987 24.901 0.0847
H 6.214 12.407 23.607 0.0739
H 6.754 13.574 24.747 0.0438
C 9.372 20.315 25.639 -0.0468
C 10.043 19.681 26.826 -0.4786
O 10.408 20.322 27.806 0.0562
C 10.072 18.172 26.811 -0.0225
H 9.491 21.399 25.629 0.0865
H 8.326 20.010 25.599 0.0665
H 9.904 20.063 24.722 0.0861
H 10.740 17.773 26.048 0.0903
H 9.068 17.758 26.724 0.0649
H 10.324 17.806 27.807 0.0846
C 7.156 21.753 27.699 -0.0195
C 6.690 23.007 28.516 -0.4081
O 5.663 22.961 29.205 0.0216
C 7.646 24.191 28.441 -0.0225
H 6.679 20.797 27.918 0.0502
H 8.237 21.648 27.780 0.0573
H 6.853 22.049 26.695 0.0899
H 7.315 25.025 29.060 0.0762
H 7.754 24.645 27.457 0.0853
H 8.617 24.002 28.899 0.0883
C 8.457 14.418 27.160 -0.0640
C 7.716 13.267 27.764 -0.2621
N 7.106 12.422 28.248 0.1431
H 8.182 15.352 27.649 0.0428
H 8.310 14.301 26.086 0.0498
H 9.513 14.215 27.339 0.0828
C 5.683 15.378 30.349 -0.0652
C 6.374 16.441 29.678 -0.2716
N 6.903 17.361 29.185 0.1626
H 5.714 14.475 29.739 0.0634
H 4.647 15.629 30.578 0.0733
H 6.088 15.214 31.348 0.0894
C 5.077 18.258 26.423 -0.0616
C 5.399 16.797 26.278 -0.2199
N 5.723 15.670 26.172 0.1690
H 4.849 18.714 25.460 0.0771
H 5.972 18.763 26.784 0.0521
H 4.306 18.458 27.168 0.0560
C 5.708 20.081 30.454 -0.0791
C 5.874 19.001 31.420 -0.2854
N 5.890 18.135 32.175 0.1444
H 6.681 20.569 30.494 0.0891
H 4.898 20.748 30.751 0.0704
H 5.352 19.721 29.488 0.0554
C 1.167 20.959 30.021 -0.2217
C 1.826 22.341 30.258 -0.1882
C 2.264 22.827 28.868 -0.2068
S 2.451 21.360 27.799 0.7184
O 3.854 21.152 27.370 -0.3553
O 1.337 21.272 26.854 -0.3456
C 2.023 20.149 29.073 -0.2289
H 0.224 21.217 29.540 0.1142
H 0.923 20.415 30.933 0.1202
H 2.651 22.313 30.970 0.1144
H 1.026 23.025 30.540 0.1135
H 3.281 23.197 28.995 0.0706
H 1.661 23.626 28.436 0.1104
H 2.950 20.008 29.630 0.0853
H 1.683 19.278 28.513 0.0745
```

Results
Orbital gap   0.345 hartree
HOMO level   -0.335 hartree
LUMO level   0.3 eV
Structure (SMILES)   O=S1(=O)CCCC1.CC(C)=O.CC(C)=O.CC(C)=O.CC(C)=O.CC(C)=O.CC(C)=O.CC(C)=O.CC#N.CC#N.CC#N.CC#N
Energy   -70446.508 eV

# 2
The following is a DFT calculation (ωB97M-V with the def2-TZVPD basis set) of a cluster of 4 separate species, C33H63ClFIN5O4 in total.

Geometry as XYZ:
```
108
Properties=species:S:1:pos:R:3:lowdin_charge:R:1
C 6.781 -5.701 -3.245 -0.1211
C 5.381 -6.446 -2.717 -0.2575
C 4.826 -5.727 -1.329 -0.6612
I 4.182 -7.213 0.199 0.8285
C 3.704 -4.553 -1.600 0.0032
C 2.166 -4.896 -2.158 -0.0034
C 1.649 -6.415 -2.530 -0.1083
C 1.325 -6.507 -4.168 -0.0878
O 1.577 -7.690 -4.776 -0.0519
C 1.051 -3.680 -2.369 0.0207
C -0.497 -3.897 -2.865 -0.2060
O -0.908 -3.719 -4.142 0.0326
O -1.585 -4.265 -1.900 -0.0447
C -1.060 -4.309 -0.524 -0.1443
C -2.327 -4.693 0.481 -0.5280
O -2.902 -5.908 0.292 -0.0547
Cl -2.986 -3.602 1.828 0.6054
C 1.540 -2.147 -2.056 0.1010
C 3.087 -1.920 -1.559 -0.0026
C 3.554 -0.346 -1.302 -0.1219
C 3.701 0.420 -2.780 -0.2393
N 4.581 -0.338 -3.758 -0.0416
N 4.076 -3.082 -1.333 0.0149
F 5.324 -2.690 -0.905 0.0497
H 7.248 -4.984 -2.446 0.0743
H 7.586 -6.519 -3.523 0.0947
H 6.602 -5.065 -4.217 0.0843
H 5.662 -7.583 -2.572 0.1136
H 4.614 -6.317 -3.622 0.1203
H 5.785 -5.208 -0.845 0.0877
H 0.617 -6.572 -1.951 0.1425
H 2.429 -7.262 -2.322 0.0892
H 0.946 -5.607 -4.813 0.1380
H -0.657 -3.261 -0.147 0.1416
H -0.278 -5.177 -0.395 0.1397
H 0.822 -1.212 -2.177 0.1496
H 2.671 0.159 -0.706 0.1293
H 4.552 -0.250 -0.698 0.1223
H 4.188 1.499 -2.672 0.1433
H 2.616 0.445 -3.233 0.1193
H 4.130 -1.209 -4.114 0.0681
H 5.538 -0.520 -3.380 0.0792
C -1.191 2.499 -4.580 -0.0927
C -0.537 3.464 -3.596 -0.2742
N 0.876 3.728 -3.881 -0.1970
C 1.575 4.403 -2.782 -0.2607
C 1.119 5.811 -2.416 -0.0809
C 1.186 4.232 -5.220 -0.2513
C 0.509 5.524 -5.666 -0.0844
H -0.630 1.563 -4.648 0.0683
H -2.206 2.258 -4.243 0.0756
H -1.275 2.931 -5.580 0.0684
H -0.617 3.006 -2.602 0.1129
H -1.122 4.389 -3.561 0.0994
H 2.652 4.423 -2.994 0.1086
H 1.482 3.774 -1.887 0.1000
H 1.448 6.546 -3.153 0.0616
H 1.565 6.102 -1.459 0.0580
H 0.035 5.883 -2.303 0.0725
H 0.934 3.450 -5.947 0.1014
H 2.273 4.351 -5.325 0.1154
H -0.562 5.537 -5.440 0.0717
H 0.611 5.634 -6.752 0.0776
H 0.973 6.401 -5.214 0.0563
C 2.031 7.288 4.912 -0.0939
C 1.388 8.198 3.869 -0.2692
N 1.771 7.881 2.492 -0.1903
C 1.404 8.924 1.530 -0.2513
C -0.081 9.203 1.325 -0.0912
C 1.523 6.507 2.048 -0.2527
C 0.092 5.985 2.124 -0.0898
H 3.119 7.274 4.808 0.0787
H 1.794 7.651 5.918 0.0750
H 1.659 6.262 4.841 0.0619
H 1.713 9.221 4.099 0.1199
H 0.301 8.180 4.002 0.0968
H 1.859 8.699 0.556 0.1090
H 1.882 9.860 1.848 0.1105
H -0.563 8.415 0.742 0.0527
H -0.204 10.133 0.761 0.0739
H -0.618 9.323 2.269 0.0690
H 2.160 5.837 2.638 0.1001
H 1.888 6.383 1.020 0.0977
H -0.392 6.223 3.077 0.0707
H 0.095 4.893 2.027 0.0689
H -0.524 6.374 1.313 0.0517
C -8.468 -4.791 6.988 -0.0921
C -7.415 -5.401 6.068 -0.2706
N -7.078 -4.561 4.917 -0.1902
C -6.307 -5.265 3.887 -0.2509
C -4.913 -5.756 4.263 -0.1037
C -6.624 -3.201 5.215 -0.2497
C -5.401 -3.042 6.112 -0.0901
H -9.369 -4.519 6.432 0.0800
H -8.754 -5.516 7.758 0.0748
H -8.092 -3.902 7.503 0.0640
H -7.826 -6.351 5.703 0.1188
H -6.528 -5.653 6.659 0.0958
H -6.230 -4.632 2.993 0.1057
H -6.894 -6.134 3.561 0.1115
H -4.197 -4.933 4.319 0.0263
H -4.547 -6.442 3.492 0.0694
H -4.903 -6.299 5.211 0.0695
H -7.456 -2.657 5.678 0.1030
H -6.443 -2.661 4.277 0.1125
H -5.443 -3.685 6.998 0.0707
H -5.340 -2.007 6.468 0.0738
H -4.475 -3.249 5.575 0.0484
```

Results
Energy relative to the best compared isomer or geometry (same formula, charge and spin)   14.6338 eV
Orbital gap   0.130 hartree
HOMO level   -0.341 hartree
LUMO level   -5.8 eV
Energy   -74199.014 eV
Total charge   +1

# 3
The following is a DFT calculation (ωB97M-V with the def2-TZVPD basis set) of a cluster of 9 separate species, C33H65BN9O11 in total.

Geometry as XYZ:
```
119
Properties=species:S:1:pos:R:3:lowdin_charge:R:1
O 3.325 -5.268 2.875 0.1853
B 2.379 -4.225 2.856 -0.6656
O 1.650 -3.964 1.665 0.1530
O 2.191 -3.517 4.089 0.1817
C 0.986 -2.859 4.150 -0.1567
N 1.042 -1.486 4.102 0.1747
C -0.096 -0.663 4.178 0.0030
C -1.428 -1.208 4.306 0.0449
C -1.567 -2.697 4.362 -0.1001
C -2.923 -3.289 4.476 0.0126
C -3.019 -4.757 4.534 -0.0094
C -1.787 -5.596 4.501 -0.0311
C -0.468 -5.007 4.396 0.0117
C -0.324 -3.522 4.302 -0.0424
H 3.895 -5.066 3.643 0.1221
H 0.818 -4.474 1.794 0.1218
H 1.950 -0.987 4.017 0.1423
H 0.012 0.446 4.167 0.1412
H -2.346 -0.538 4.379 0.1181
H -3.820 -2.623 4.504 0.1055
H -4.038 -5.205 4.617 0.1130
H -1.848 -6.710 4.535 0.1143
H 0.486 -5.602 4.341 0.1291
C -4.785 -0.473 2.772 -0.3709
O -4.019 0.454 2.985 -0.0154
N -5.040 -1.016 1.558 -0.1888
C -5.965 -2.119 1.386 -0.0510
C -4.365 -0.478 0.391 -0.0430
H -5.348 -0.959 3.587 0.1255
H -5.432 -2.968 0.952 0.0906
H -6.768 -1.811 0.714 0.0924
H -6.395 -2.419 2.343 0.0829
H -3.288 -0.571 0.529 0.0720
H -4.615 0.580 0.291 0.0928
H -4.666 -1.011 -0.507 0.0792
C -1.941 -1.059 -2.731 -0.3260
O -2.980 -0.811 -2.142 -0.0025
N -0.807 -1.518 -2.150 -0.1903
C 0.401 -1.792 -2.913 -0.0628
C -0.797 -1.742 -0.718 -0.0497
H -1.843 -0.922 -3.819 0.1356
H 0.665 -2.845 -2.794 0.0945
H 1.208 -1.170 -2.536 0.0560
H 0.251 -1.578 -3.970 0.0885
H -1.567 -2.475 -0.463 0.0908
H -1.024 -0.805 -0.204 0.0838
H 0.178 -2.109 -0.398 0.0777
C 3.271 0.616 2.157 -0.3217
O 2.856 0.651 3.314 -0.0300
N 2.972 1.510 1.201 -0.1808
C 3.501 1.404 -0.146 -0.0339
C 2.089 2.620 1.523 -0.0189
H 3.946 -0.182 1.808 0.1387
H 4.080 2.302 -0.370 0.0803
H 2.669 1.319 -0.848 0.0976
H 4.144 0.530 -0.246 0.0872
H 2.530 3.204 2.333 0.1026
H 1.127 2.227 1.859 0.0909
H 1.940 3.256 0.652 0.0846
C 4.194 -1.400 -3.769 -0.3238
O 3.011 -1.177 -3.554 -0.0283
N 4.691 -1.931 -4.905 -0.1918
C 6.112 -2.167 -5.087 -0.0630
C 3.775 -2.276 -5.977 -0.0367
H 4.972 -1.174 -3.022 0.1334
H 6.461 -1.595 -5.949 0.0910
H 6.277 -3.232 -5.265 0.0933
H 6.675 -1.861 -4.208 0.0629
H 3.235 -1.381 -6.292 0.0941
H 3.052 -3.009 -5.611 0.0923
H 4.320 -2.691 -6.823 0.0885
C -7.780 4.131 -0.648 -0.3496
O -8.317 4.670 -1.596 0.0167
N -8.089 2.900 -0.172 -0.1878
C -7.404 2.321 0.964 -0.0713
C -9.139 2.139 -0.822 -0.0400
H -6.970 4.623 -0.083 0.1309
H -6.926 1.387 0.653 0.0735
H -8.133 2.116 1.749 0.0746
H -6.643 3.000 1.350 0.0776
H -8.874 1.983 -1.870 0.0924
H -10.071 2.705 -0.780 0.0961
H -9.271 1.176 -0.330 0.0835
C 10.149 -1.761 -4.655 -0.3324
O 8.970 -1.540 -4.440 -0.0051
N 10.647 -2.293 -5.795 -0.1990
C 12.066 -2.529 -5.981 -0.0540
C 9.730 -2.639 -6.866 -0.0398
H 10.928 -1.536 -3.909 0.1340
H 12.414 -1.957 -6.844 0.0921
H 12.232 -3.593 -6.159 0.0917
H 12.629 -2.223 -5.099 0.0853
H 9.189 -1.744 -7.180 0.0928
H 9.008 -3.372 -6.499 0.0896
H 10.274 -3.054 -7.713 0.0890
C 2.092 5.972 -1.583 -0.3502
O 1.726 6.185 -0.443 0.0096
N 3.346 5.598 -1.942 -0.2033
C 3.713 5.357 -3.324 -0.0572
C 4.349 5.434 -0.907 -0.0439
H 1.407 6.069 -2.441 0.1339
H 4.057 4.326 -3.429 0.0862
H 4.518 6.040 -3.605 0.0914
H 2.862 5.519 -3.986 0.0856
H 4.009 4.675 -0.199 0.0653
H 4.470 6.379 -0.374 0.0979
H 5.301 5.133 -1.340 0.0902
C -7.901 4.028 3.649 -0.3645
O -8.976 3.824 3.120 0.0099
N -7.563 3.654 4.907 -0.1978
C -6.258 3.936 5.470 -0.0577
C -8.542 2.949 5.715 -0.0410
H -7.088 4.556 3.123 0.1307
H -5.773 2.994 5.739 0.0863
H -6.378 4.551 6.364 0.0904
H -5.632 4.467 4.753 0.0853
H -8.829 2.025 5.208 0.0907
H -9.430 3.573 5.830 0.0957
H -8.128 2.716 6.695 0.0862
```

Results
Orbital gap   0.217 hartree
HOMO level   -0.366 hartree
LUMO level   -4.1 eV
Energy   -71882.046 eV
Total charge   +1

# 4
The following is a DFT calculation (ωB97M-V with the def2-TZVPD basis set) of a cluster of 9 separate species, C33H65N9O12 in total.

Geometry as XYZ:
```
119
Properties=species:S:1:pos:R:3:lowdin_charge:R:1
C 3.057 -3.114 -1.621 0.0094
C 1.655 -3.429 -1.035 -0.4357
C 0.646 -2.828 -2.008 -0.1073
C 0.539 -3.700 -3.304 -0.1626
C 0.045 -5.115 -2.902 -0.0980
C 1.023 -5.833 -1.864 -0.4551
N 1.483 -4.876 -0.856 0.0906
O 1.977 -5.495 0.238 0.1717
C 2.272 -6.539 -2.568 0.0361
C 0.170 -6.910 -1.304 -0.0589
C 1.423 -2.751 0.390 0.0173
H 3.111 -1.988 -1.864 0.1301
H 3.232 -3.726 -2.495 0.0574
H 4.025 -3.249 -0.987 0.1281
H 0.985 -1.669 -2.275 0.1762
H -0.336 -2.869 -1.694 0.0902
H 1.407 -3.648 -3.874 0.0838
H -0.120 -3.410 -4.092 0.1094
H -0.053 -5.781 -3.821 0.1475
H -0.948 -4.951 -2.367 0.1438
H 2.864 -6.978 -1.805 0.0762
H 3.061 -5.897 -3.010 0.0931
H 1.920 -7.222 -3.300 0.0871
H 0.645 -7.796 -0.801 0.1154
H -0.321 -7.364 -2.191 0.1070
H -0.668 -6.616 -0.665 0.1047
H 0.536 -3.205 0.949 0.1260
H 1.162 -1.791 0.213 0.0210
H 2.431 -2.501 0.938 0.1266
N 0.326 1.232 1.442 -0.5842
O 0.959 1.251 0.358 -0.0892
O 0.636 0.337 2.211 -0.0397
O -0.750 1.897 1.504 -0.0725
C 5.105 0.578 -1.098 -0.0348
C 6.245 -0.385 -0.579 0.0758
C 6.150 -0.857 0.947 0.0450
C 4.981 -0.447 1.713 -0.1013
C 3.786 0.362 0.977 0.1174
C 4.029 0.883 -0.366 -0.1066
N 4.928 -0.755 3.108 -0.4272
O 5.796 -1.457 3.568 0.0508
O 4.027 -0.401 3.789 0.0950
H 5.098 0.920 -1.997 0.0322
H 6.895 -0.538 -1.270 -0.0161
H 6.915 -1.241 1.605 0.0793
H 2.899 0.593 1.533 0.0517
H 3.329 1.502 -0.819 0.0587
C -2.777 3.437 -1.112 -0.3427
O -2.720 4.641 -0.835 -0.0126
N -3.506 3.073 -2.147 -0.1476
C -3.305 1.756 -2.725 -0.0931
C -4.331 3.965 -3.075 -0.0223
H -2.420 2.608 -0.641 0.1013
H -2.261 1.405 -3.188 0.1030
H -4.080 1.409 -3.559 0.1265
H -3.562 1.063 -1.962 0.0469
H -3.986 4.408 -4.071 0.1019
H -4.613 4.868 -2.579 0.0636
H -5.157 3.375 -3.389 0.0573
C 2.116 4.238 0.237 -0.3433
O 3.246 3.945 -0.258 -0.0728
N 1.447 5.201 -0.381 -0.1277
C 0.061 5.429 0.259 -0.0376
C 1.816 5.783 -1.766 -0.0107
H 1.767 3.929 1.314 0.1671
H -0.429 4.625 1.003 0.1315
H -0.549 5.832 -0.462 0.0258
H 0.075 6.165 0.936 0.0202
H 2.210 4.834 -2.483 0.1451
H 2.418 6.547 -1.716 -0.0085
H 0.906 6.349 -2.277 0.1157
C -3.533 0.042 1.307 -0.2285
O -4.626 0.118 0.526 -0.1450
N -3.637 -0.388 2.618 -0.2246
C -2.439 -0.696 3.286 -0.1057
C -5.043 -0.584 3.247 -0.0084
H -2.507 0.246 0.955 0.1127
H -2.379 -0.105 4.120 0.0521
H -1.492 -0.775 2.625 0.0888
H -2.508 -1.905 3.532 0.1347
H -4.935 -0.285 4.305 0.0702
H -5.323 -1.706 3.007 0.1192
H -5.718 0.175 2.667 0.1051
C 0.571 1.164 -3.385 -0.3492
O 1.143 0.115 -3.757 -0.0670
N 0.292 2.178 -4.186 -0.2134
C -0.283 3.418 -3.573 -0.0289
C 0.335 2.012 -5.593 -0.0767
H 0.475 1.324 -2.157 0.1748
H -0.208 3.508 -2.362 0.1382
H -1.451 3.281 -3.968 0.1253
H 0.228 4.230 -3.979 0.0385
H 1.411 2.138 -5.973 0.1206
H -0.481 2.647 -6.132 0.1285
H 0.249 1.108 -6.065 0.0382
C 0.476 -4.331 5.004 -0.3183
O 0.519 -5.608 5.138 -0.0696
N 1.423 -3.603 4.461 -0.1537
C 1.162 -2.231 4.048 -0.0171
C 2.656 -4.247 3.931 -0.0169
H -0.381 -3.694 5.357 0.1470
H 0.958 -1.859 5.018 0.1015
H 0.298 -2.313 3.547 0.0323
H 1.872 -1.753 3.544 0.0292
H 2.794 -4.534 2.848 0.0907
H 2.807 -5.163 4.492 0.0817
H 3.505 -3.716 4.150 0.0457
C -5.223 3.496 4.217 -0.3027
O -6.185 3.928 4.931 -0.0847
N -4.810 4.213 3.136 -0.1776
C -3.812 3.540 2.229 -0.0219
C -5.185 5.518 2.605 -0.0241
H -4.750 2.457 4.616 0.1647
H -4.540 3.007 1.492 0.1398
H -3.285 2.762 2.640 0.0368
H -3.185 4.259 2.024 0.0213
H -5.311 6.248 3.545 0.1446
H -6.229 5.498 2.373 0.0760
H -4.651 5.754 1.815 0.0240
```

Results
Orbital gap   0.133 hartree
HOMO level   -0.308 hartree
LUMO level   -4.8 eV
Energy   -73230.281 eV

The following max |F| values (in eV/Å) correspond, in order, to the records above: 3.37, 9.62, 3.46, 11.82.